{"formula": "C28H78InN6O12S", "method": "ωB97M-V/def2-TZVPD", "e_above_lowest_kcal_mol": 0.0, "molar_mass_g_mol": 837.8, "total_charge": 1, "e_tot_ha": -2932.743369, "homo_lumo_gap_ev": 2.6, "symbols": ["In", "S", "O", "O", "O", "O", "O", "O", "O", "O", "O", "O", "O", "O", "N", "N", "N", "N", "N", "N", "C", "C", "C", "C", "C", "C", "C", "C", "C", "C", "C", "C", "C", "C", "C", "C", "C", "C", "C", "C", "C", "C", "C", "C", "C", "C", "C", "C", "H", "H", "H", "H", "H", "H", "H", "H", "H", "H", "H", "H", "H", "H", "H", "H", "H", "H", "H", "H", "H", "H", "H", "H", "H", "H", "H", "H", "H", "H", "H", "H", "H", "H", "H", "H", "H", "H", "H", "H", "H", "H", "H", "H", "H", "H", "H", "H", "H", "H", "H", "H", "H", "H", "H", "H", "H", "H", "H", "H", "H", "H", "H", "H", "H", "H", "H", "H", "H", "H", "H", "H", "H", "H", "H", "H", "H", "H"], "positions_angstrom": [[-14.278, 7.000, 10.921], [-15.153, 6.297, 14.307], [-13.943, 2.900, 15.150], [-12.003, 5.157, 11.664], [-14.673, 9.274, 18.223], [-14.724, 5.434, 15.397], [-21.863, 6.246, 13.986], [-15.752, 10.543, 14.044], [-10.878, 9.136, 13.100], [-15.067, 4.661, 17.729], [-14.061, 7.181, 13.905], [-15.479, 5.551, 13.064], [-19.175, 2.712, 14.491], [-16.305, 7.144, 14.633], [-11.307, 7.935, 10.815], [-18.763, 7.870, 15.009], [-15.770, 2.909, 12.562], [-13.638, 9.730, 12.535], [-12.223, 7.121, 16.399], [-16.612, 8.619, 12.300], [-16.931, 10.015, 12.150], [-16.114, 9.207, 18.330], [-12.867, 2.818, 15.998], [-12.573, 10.650, 12.232], [-10.643, 5.697, 11.772], [-12.686, 8.068, 17.407], [-10.509, 6.698, 10.588], [-14.212, 8.382, 17.246], [-21.070, 7.218, 14.578], [-15.563, 11.269, 15.291], [-9.771, 8.976, 13.979], [-11.350, 10.437, 13.179], [-22.238, 5.041, 14.698], [-9.036, 7.158, 10.469], [-13.229, 12.040, 12.371], [-17.088, 10.647, 13.541], [-16.486, 4.357, 19.580], [-18.206, 10.091, 11.263], [-11.876, 9.356, 17.356], [-12.120, 1.499, 15.703], [-19.612, 6.734, 14.748], [-16.386, 4.680, 18.091], [-17.098, 2.310, 12.915], [-17.860, 3.198, 14.064], [-12.345, 4.390, 12.830], [-20.028, 2.573, 13.344], [-16.882, 0.769, 13.145], [-19.274, 5.853, 15.890], [-19.088, 9.527, 11.565], [-16.470, 0.378, 12.215], [-18.765, 7.926, 16.018], [-12.249, 10.575, 11.194], [-15.908, 5.057, 20.182], [-11.353, 1.251, 16.436], [-15.239, 2.634, 13.376], [-12.532, 7.637, 18.396], [-10.588, 11.160, 12.889], [-12.301, 5.023, 13.716], [-14.660, 7.397, 17.374], [-12.226, 3.691, 15.877], [-16.895, 3.924, 17.493], [-13.371, 4.025, 12.783], [-13.292, 9.189, 13.315], [-15.049, 5.077, 16.864], [-10.134, 8.865, 15.001], [-14.386, 10.200, 13.025], [-10.745, 6.218, 9.638], [-17.384, 11.692, 13.453], [-13.330, 2.760, 16.983], [-16.576, 9.432, 17.368], [-16.196, 10.997, 16.136], [-20.163, 3.574, 12.934], [-16.173, 3.318, 19.682], [-17.789, 7.688, 14.810], [-22.691, 5.322, 15.649], [-13.345, 12.311, 13.420], [-18.008, 4.210, 13.686], [-8.898, 8.016, 11.126], [-11.233, 8.284, 11.760], [-11.678, 3.544, 12.995], [-12.399, 7.452, 15.461], [-17.529, 8.208, 12.397], [-8.748, 7.626, 9.527], [-8.250, 6.470, 10.779], [-16.049, 10.425, 11.657], [-10.753, 8.700, 10.458], [-17.843, 0.259, 13.223], [-18.419, 11.142, 11.069], [-12.590, 12.783, 11.893], [-10.491, 6.189, 12.732], [-12.030, 9.968, 18.245], [-11.588, 1.588, 14.755], [-18.211, 5.631, 15.986], [-12.041, 9.895, 16.423], [-15.777, 12.324, 15.124], [-11.598, 10.752, 14.192], [-9.232, 8.073, 13.693], [-19.239, 6.257, 13.842], [-10.819, 9.092, 17.308], [-22.995, 4.490, 14.141], [-19.612, 4.856, 15.607], [-9.101, 9.835, 13.968], [-16.315, 0.438, 14.015], [-21.083, 8.112, 13.955], [-14.530, 8.757, 16.273], [-17.867, 10.128, 14.100], [-17.522, 4.397, 19.919], [-15.770, 3.896, 12.780], [-14.230, 12.110, 11.945], [-12.789, 0.644, 15.603], [-21.351, 7.518, 15.587], [-17.674, 2.334, 11.989], [-12.886, 6.360, 16.363], [-14.271, 3.802, 15.195], [-21.427, 4.321, 14.812], [-20.992, 2.294, 13.769], [-9.950, 4.874, 11.595], [-16.799, 5.674, 17.916], [-19.778, 1.882, 12.538], [-19.530, 6.189, 16.895], [-16.429, 8.196, 18.589], [-17.962, 9.763, 10.252], [-16.335, 8.492, 13.263], [-17.281, 3.316, 14.980], [-16.568, 9.899, 19.039], [-14.506, 11.219, 15.552]], "forces_ev_per_a": [[0.42, 0.71, 1.58], [0.09, 1.91, 0.62], [-1.33, -0.22, -2.19], [0.39, 0.30, 0.68], [-1.19, 0.43, 0.82], [-0.45, 0.12, -1.05], [-0.90, -0.97, -0.54], [-1.13, 0.56, 2.25], [0.51, 0.20, 0.80], [1.55, 0.05, 0.35], [0.90, 0.32, -0.42], [0.05, -0.64, -1.38], [1.98, -0.57, -1.84], [0.60, -0.70, 0.71], [-0.61, -0.89, -0.95], [-0.21, 0.98, 0.25], [-1.78, -0.78, 2.15], [0.67, -1.59, 0.47], [-0.56, -0.17, -0.07], [-0.64, -0.78, 0.73], [-1.38, -0.15, -0.82], [0.50, -0.30, -0.44], [0.61, -1.68, 1.19], [-0.42, 1.21, 0.33], [-1.55, 0.22, -2.03], [-0.51, 1.44, -0.39], [1.43, 0.48, 0.95], [0.54, -0.97, 0.46], [1.00, -0.90, 0.73], [0.22, 0.61, -0.79], [0.07, -0.49, 0.48], [-1.17, 1.89, -1.04], [0.02, 0.73, -0.02], [0.46, 0.80, 0.63], [1.25, 0.45, 0.12], [0.83, 0.34, -1.30], [-0.60, -0.33, -0.62], [1.30, 1.20, -0.74], [0.67, -0.51, -0.13], [0.33, 0.59, -0.26], [1.01, 1.25, -0.80], [-0.79, -0.07, 1.30], [0.67, -0.50, -0.13], [-0.77, -0.99, 0.03], [-0.19, 0.23, 0.35], [-0.97, 0.89, 1.10], [-1.00, 0.68, -0.06], [0.14, -2.69, 0.47], [0.17, 0.15, 0.53], [0.40, 0.05, 0.17], [-0.11, 1.04, 0.36], [0.14, -0.38, -0.12], [0.19, -0.23, -0.08], [-0.15, 0.16, 0.23], [1.27, -0.84, 0.08], [-0.19, -0.23, -0.02], [0.38, 0.02, -0.29], [0.13, 0.15, 0.13], [-0.56, -0.17, 0.03], [0.30, 0.03, 0.30], [-0.73, -0.02, 0.00], [0.22, 0.03, -0.48], [-0.05, -1.21, -0.12], [0.41, -0.10, -0.06], [-0.01, -0.11, 0.09], [-0.53, 0.28, -0.43], [-0.56, -0.09, 0.21], [0.07, 0.24, 0.00], [0.76, 0.31, 0.58], [0.02, -0.03, -0.31], [0.02, -0.67, -0.28], [0.00, 0.12, -0.46], [0.33, 0.14, 0.44], [0.13, -0.15, -0.47], [0.21, -0.15, 0.25], [0.11, -0.01, 0.15], [0.12, 0.13, -0.56], [-0.02, -0.01, 0.55], [-0.32, -0.99, 0.88], [0.13, -0.06, -0.29], [0.31, 0.84, -0.37], [-0.34, -1.03, -0.63], [-0.33, -0.57, -0.46], [-0.24, -0.42, -0.27], [-0.25, 0.77, -0.15], [-0.28, 0.23, -1.32], [-0.23, 0.20, 0.15], [-0.54, 0.07, 0.39], [-0.15, 0.26, 0.06], [0.01, -0.06, 0.11], [-0.19, 0.14, -0.29], [-0.03, 0.00, -0.20], [0.35, 0.61, -0.43], [-0.42, 0.31, 0.04], [-0.05, 0.20, -0.24], [-0.37, -0.39, 0.40], [-0.03, 0.08, -0.01], [-0.34, -0.02, -0.35], [0.16, -0.06, 0.27], [-0.07, 0.54, -0.37], [-0.66, -0.19, 0.90], [0.05, 0.05, -0.32], [0.29, 0.47, -0.08], [-0.02, -0.21, -0.16], [0.49, -0.01, -0.54], [0.22, -0.29, 0.39], [-0.10, 0.07, -0.02], [-0.30, 1.10, -0.98], [0.15, -0.32, -0.31], [-0.21, 0.19, 0.18], [-0.70, 0.00, 0.24], [-0.43, 0.45, 0.17], [0.06, -0.73, 0.59], [-0.23, 0.18, 0.09], [0.20, 0.37, 0.28], [0.00, -0.23, -0.20], [0.12, -0.02, 0.32], [-0.43, 0.22, -0.21], [0.55, -0.19, 0.38], [-0.75, -0.04, -0.13], [0.07, -0.19, 0.16], [0.17, -0.45, 0.02], [1.23, -0.31, 0.13], [0.27, -0.47, -0.06], [0.77, 0.12, 0.22], [-0.11, -0.36, 0.08]], "mulliken_charge": [1.11, -0.27, -0.36, -0.36, -0.52, -0.11, -0.37, -0.06, -0.16, -0.68, 0.77, -1.26, -0.43, -0.47, -0.28, -0.18, -0.38, 0.54, -0.35, 0.16, 0.17, -0.26, 0.12, 0.61, -0.48, 0.37, 0.29, 0.97, -0.94, -0.93, -0.92, -1.17, -0.39, -1.35, -1.74, -0.71, -1.64, -1.56, -1.53, -1.44, 1.12, 1.06, 0.27, 0.18, -0.37, -0.78, -1.50, -0.72, 0.35, 0.45, 0.32, 0.35, 0.35, 0.40, 0.21, 0.50, 0.60, -0.01, -0.13, 0.18, -0.01, 0.19, -0.48, 0.19, 0.07, -0.26, 0.32, 0.62, 0.27, -0.16, 0.32, 0.32, 0.37, 0.14, 0.32, 0.32, -0.03, 0.26, 0.13, 0.52, -0.22, 0.33, 0.39, 0.36, 0.13, 0.35, 0.40, 0.42, 0.49, 0.16, 0.37, 0.29, -0.38, 0.11, 0.37, 0.36, 0.35, 0.13, 0.46, 0.24, 0.15, 0.42, 0.34, 0.32, -0.29, 0.21, 0.41, 0.24, 0.36, 0.29, 0.35, 0.46, 0.13, 0.09, 0.03, 0.35, 0.51, -0.26, 0.33, 0.52, 0.19, 0.42, -0.32, 0.12, 0.33, 0.15]}